Arrangement w

DFT (ωB97M-V/def2-TZVPD) results for a molecular structure, C19H21InN3O2PS.

Computed properties:
* Kohn-Sham gap: 8.0 eV
* HOMO: -14.735 eV

Structure (ORCA input):
```
! wB97M-V def2-TZVPD RIJCOSX def2/J DEFGRID3
* xyz 2 1
In 1.1003 0.7550 0.4154
S 0.8121 3.0798 0.8563
P 1.6562 -1.3343 1.8020
O -0.5875 -0.3485 -0.1091
O 0.4964 -1.9566 -1.2258
N 1.9036 0.5355 -1.6931
N -0.6463 3.1631 -1.4328
N 1.8824 1.7972 -2.3940
C 1.3148 -0.9387 6.3162
C 0.3417 -0.3783 5.4941
C 2.5233 -1.7275 4.3955
C 0.4562 -0.4882 4.1221
C -2.8705 3.8981 -1.6811
C 0.1951 -2.2296 1.1255
C -0.6551 3.3571 -0.0982
C -0.0156 -1.5420 -0.2077
C 4.3327 -1.3439 1.2557
C 5.6061 -3.2914 0.6714
C 1.5465 -1.1704 3.5720
C -1.7081 3.4052 -2.2219
C 3.1770 -2.1290 1.3140
C 5.5460 -1.9290 0.9388
C 2.3995 -1.6082 5.7726
C -2.9125 4.1297 -0.3090
C 3.2411 -3.4957 1.0491
C 4.4608 -4.0716 0.7252
C -1.8079 3.8559 0.4840
H -1.5791 3.1982 -3.2742
H -0.6431 -2.0716 1.8034
H 6.5538 -3.7479 0.4208
H 1.1720 -0.0746 -2.0778
H 3.1494 -2.0414 6.4194
H -0.3064 -0.0538 3.4825
H 4.5142 -5.1309 0.5174
H 4.2891 -0.2829 1.4823
H -0.5011 0.1407 5.9285
H 2.3567 -4.1155 1.0950
H -3.7189 4.0985 -2.3176
H 6.4439 -1.3280 0.9035
H 1.2228 -0.8496 7.3900
H -3.8114 4.5204 0.1487
H -1.8290 4.0252 1.5504
H 0.2154 2.8036 -1.8732
H 0.3990 -3.2905 1.0013
H 3.3671 -2.2536 3.9688
H 2.7869 0.0379 -1.8077
H 2.5900 2.4004 -1.9815
H 2.1401 1.6477 -3.3673
*
```

Arrangement x

DFT (ωB97M-V/def2-TZVPD) results for a molecular structure, C19H21InN3O2PS.

Computed properties:
* Kohn-Sham gap: 8.1 eV
* HOMO: -14.932 eV

Structure (ORCA input):
```
! wB97M-V def2-TZVPD RIJCOSX def2/J DEFGRID3
* xyz 2 1
In -0.7476 1.0522 -0.0896
S -1.7405 1.4981 2.0308
P 1.3031 -0.2714 -0.8561
O -1.1077 -1.6871 0.2857
O -1.7969 -0.4711 -1.4451
N -2.0222 2.2964 -1.4641
N -3.2850 -0.7282 1.6695
N -3.3156 2.4200 -0.8374
C 2.7671 -0.2906 2.9012
C -5.5062 -0.9991 2.4044
C 4.8272 0.8890 -2.4310
C 0.2770 -1.6181 -1.6350
C 3.8621 0.4365 -1.5431
C -4.3298 1.0758 2.7398
C 3.0832 -2.5128 2.0176
C 2.0324 -0.8250 0.6725
C 3.2164 -1.5955 3.0527
C -4.3849 -1.4927 1.7900
C 4.4746 1.2203 -3.7302
C 2.4944 -2.1316 0.8229
C 2.5403 0.3154 -1.9759
C -1.0252 -1.3510 -0.9134
C 2.1842 0.6604 -3.2857
C -5.4681 0.3026 2.8930
C -3.2217 0.5377 2.1064
C 3.1552 1.1082 -4.1603
C 2.1695 0.0944 1.7123
H -2.1336 1.5975 -2.1978
H -6.3325 0.7195 3.3934
H -4.2873 2.0900 3.1104
H -3.9941 2.6667 -1.5505
H -1.7155 3.1674 -1.8932
H -4.3087 -2.4926 1.3877
H 5.2334 1.5678 -4.4189
H -6.3843 -1.6191 2.5050
H 2.8796 0.4227 3.7062
H 1.1580 0.5744 -3.6266
H 0.7098 -2.5946 -1.4304
H 5.8549 0.9788 -2.1067
H 2.4103 -2.8533 0.0206
H 3.6744 -1.9008 3.9841
H 1.8328 1.1206 1.5964
H 3.4399 -3.5264 2.1401
H 4.1384 0.1697 -0.5314
H -2.4414 -1.1420 1.2217
H 2.8911 1.3681 -5.1762
H -3.2658 3.1752 -0.1648
H 0.2054 -1.4224 -2.7012
*
```

Sorted by energy, starting with the most stable: arrangement w, arrangement x.